Computed, not measured: the molecule C5H8O, with wB97M-V/def2-TZVPD.

HOMO-LUMO gap = 10.34 eV
SMILES = O=C1CCCC1

The geometry in ORCA input format:
```
! RIJCOSX wB97M-V def2-TZVPD def2/J DEFGRID3
* xyz 0 1
O 0.108 -2.247 0.475
C -0.289 -1.231 -0.042
C 0.394 -0.472 -1.166
C 0.969 0.687 -0.335
C -0.060 0.803 0.866
C -1.219 -0.240 0.600
H 1.103 -1.099 -1.699
H -0.364 -0.060 -1.844
H 1.986 0.434 0.001
H 1.069 1.614 -0.917
H -0.439 1.818 0.958
H 0.471 0.535 1.783
H -1.770 -0.705 1.428
H -1.959 0.163 -0.107
*
```



Computed, not measured: the molecule C5H8O at a distorted geometry, with wB97M-V/def2-TZVPD.

HOMO-LUMO gap = 10.79 eV
SMILES = C1OC[C@H]2C[C@@H]12

The geometry in ORCA input format:
```
! RIJCOSX wB97M-V def2-TZVPD def2/J DEFGRID3
* xyz 0 1
C -0.145 -1.268 0.028
O -0.993 -0.324 0.731
C -1.070 0.831 -0.071
C 0.231 0.773 -0.749
C 1.166 0.491 0.461
C 0.831 -0.532 -0.490
H 0.004 -2.066 0.763
H -0.563 -1.726 -0.973
H -1.938 0.699 -0.759
H -1.017 1.731 0.691
H 0.331 1.730 -1.435
H 2.346 0.827 0.238
H 1.095 0.474 1.606
H 1.606 -0.839 -1.048
*
```



Computed, not measured: the molecule C5H8O at a distorted geometry, with wB97M-V/def2-TZVPD.

HOMO-LUMO gap (spin up / spin down) = 10.21 / 6.75 eV

The geometry in ORCA input format:
```
! RIJCOSX wB97M-V def2-TZVPD def2/J DEFGRID3
* xyz 0 1
O -0.014 1.886 0.762
C 0.553 1.077 -0.136
C 1.165 -0.257 0.388
C -0.029 -1.203 0.561
C -1.094 -0.646 -0.309
C -0.754 0.608 -0.847
H -1.487 1.310 -0.289
H 1.258 1.562 -0.844
H 1.869 -0.662 -0.349
H 1.708 -0.089 1.322
H 0.192 -2.251 0.314
H -0.416 -1.220 1.591
H -2.114 -1.027 -0.272
H -0.836 0.911 -1.891
*
```



Computed, not measured: the molecule C5H8O at a distorted geometry, with wB97M-V/def2-TZVPD.

HOMO-LUMO gap = 5.94 eV

The geometry in ORCA input format:
```
! RIJCOSX wB97M-V def2-TZVPD def2/J DEFGRID3
* xyz 0 1
C -2.449 -0.626 -0.487
C 2.059 1.451 0.284
C 1.221 0.406 0.190
O 1.840 -0.835 0.611
C -0.087 0.312 -0.298
C -1.046 -0.714 -0.057
H -1.109 -1.198 -1.091
H -2.784 -0.667 -1.515
H -3.098 -1.018 0.289
H 3.099 1.324 0.510
H 1.602 2.378 -0.048
H 1.991 -0.744 1.553
H -0.498 1.197 -0.766
H -0.742 -1.267 0.825
*
```



Computed, not measured: a cluster of 2 separate species, C5H8O in total, with wB97M-V/def2-TZVPD.

HOMO-LUMO gap = 10.24 eV
SMILES = C=C=CC.C=O

The geometry in ORCA input format:
```
! RIJCOSX wB97M-V def2-TZVPD def2/J DEFGRID3
* xyz 0 1
C -0.855 0.833 -1.765
C -0.738 0.813 -0.459
C -0.277 0.365 0.675
C -0.392 0.641 2.138
H -0.172 1.406 -2.384
H -1.582 0.216 -2.285
H 0.406 -0.472 0.476
H 0.608 0.838 2.543
H -1.044 1.474 2.394
H -0.758 -0.263 2.639
C 1.201 -1.462 -0.981
O 0.758 -1.041 -2.022
H 0.715 -2.292 -0.433
H 2.129 -1.057 -0.536
*
```



Computed, not measured: a structure of composition C5H8O, with wB97M-V/def2-TZVPD.

HOMO-LUMO gap = 9.16 eV

The geometry in ORCA input format:
```
! RIJCOSX wB97M-V def2-TZVPD def2/J DEFGRID3
* xyz 0 1
C -1.751 -0.456 0.121
C -0.397 -0.798 -0.477
C 1.727 -0.011 -0.618
C 1.450 1.349 -0.029
O 0.606 0.882 1.029
C 0.778 -0.426 0.453
H -1.780 0.595 0.417
H -1.947 -1.058 1.012
H -2.539 -0.647 -0.613
H -0.301 -1.855 -0.741
H -0.255 -0.259 -1.428
H 0.980 2.101 -0.668
H 2.389 1.772 0.356
H 1.039 -1.190 1.187
*
```



Computed, not measured: a structure of composition C5H8O, with wB97M-V/def2-TZVPD.

HOMO-LUMO gap (spin up / spin down) = 7.44 / 7.44 eV

The geometry in ORCA input format:
```
! RIJCOSX wB97M-V def2-TZVPD def2/J DEFGRID3
* xyz 0 1
C -0.720 -1.119 0.575
C 0.713 -1.132 0.869
C 0.046 0.077 0.128
C 0.347 0.496 -1.201
O 0.211 1.818 -1.007
C -0.096 1.569 0.407
H -1.145 -1.312 -1.100
H -1.353 -0.949 1.452
H 1.120 -0.996 1.876
H 1.394 -1.659 0.201
H 0.933 0.149 -2.047
H -1.046 -0.917 -1.836
H 0.685 2.026 1.019
H -1.088 1.947 0.663
*
```



Computed, not measured: a structure of composition C5H8O, with wB97M-V/def2-TZVPD.

HOMO-LUMO gap = 10.34 eV

The geometry in ORCA input format:
```
! RIJCOSX wB97M-V def2-TZVPD def2/J DEFGRID3
* xyz 0 1
C -1.070 -0.311 1.364
C -0.356 -0.821 0.132
C -0.046 0.015 -1.087
C 0.671 1.307 -0.714
O 1.620 0.609 0.116
C 1.063 -0.631 -0.295
H -0.844 0.737 1.577
H -0.835 -0.899 2.258
H -2.150 -0.390 1.193
H -0.684 -1.818 -0.167
H -0.437 -0.204 -2.074
H 0.142 2.093 -0.161
H 1.177 1.745 -1.584
H 1.750 -1.431 -0.558
*
```



Computed, not measured: the molecule C5H8O at a distorted geometry, with wB97M-V/def2-TZVPD.

HOMO-LUMO gap = 9.55 eV
SMILES = C1C[C@@H]2C[C@@H]2O1

The geometry in ORCA input format:
```
! RIJCOSX wB97M-V def2-TZVPD def2/J DEFGRID3
* xyz 0 1
C 1.551 0.436 -0.471
C 0.745 -0.744 0.051
C -0.383 -0.098 0.879
C -1.531 -0.501 -0.031
C -0.614 0.988 -0.059
O 0.478 1.346 -0.805
H 2.099 0.214 -1.392
H 2.242 0.946 0.226
H -0.045 -0.957 -0.819
H 1.303 -1.573 0.512
H -0.432 -0.080 1.958
H -1.529 -1.610 -0.114
H -2.545 -0.155 0.039
H -1.340 1.791 0.026
*
```



Computed, not measured: the molecule C5H8O, with wB97M-V/def2-TZVPD.

HOMO-LUMO gap = 10.45 eV
SMILES = CC#CCOC

The geometry in ORCA input format:
```
! RIJCOSX wB97M-V def2-TZVPD def2/J DEFGRID3
* xyz 0 1
C -1.131 1.926 0.699
C -0.243 1.713 -0.438
C 0.472 0.985 -1.087
C 1.255 -0.262 -0.983
O 1.027 -0.874 0.281
C 0.021 -1.864 0.304
H -0.767 2.666 1.409
H -2.172 2.126 0.440
H -1.069 0.947 1.195
H 2.316 -0.008 -1.021
H 1.009 -0.948 -1.801
H 0.305 -2.731 -0.314
H -0.070 -2.202 1.342
H -0.954 -1.474 -0.026
*
```



Computed, not measured: a structure of composition C5H8O at a distorted geometry, with wB97M-V/def2-TZVPD.

HOMO-LUMO gap (spin up / spin down) = 7.66 / 7.78 eV

The geometry in ORCA input format:
```
! RIJCOSX wB97M-V def2-TZVPD def2/J DEFGRID3
* xyz 0 1
C 1.465 -0.263 0.649
C 0.878 0.307 -0.555
C -0.639 0.097 -0.871
C -1.249 -0.819 0.194
O -1.146 0.278 1.148
C -1.045 1.124 0.067
H 1.365 -1.323 0.857
H 2.066 0.324 1.336
H 1.788 -0.464 -0.751
H 1.263 1.270 -0.888
H -0.909 0.040 -1.925
H -0.706 -1.702 0.529
H -2.302 -1.043 0.003
H -0.828 2.176 0.208
*
```



Computed, not measured: the molecule C5H8O at a distorted geometry, with wB97M-V/def2-TZVPD.

HOMO-LUMO gap = 8.94 eV

The geometry in ORCA input format:
```
! RIJCOSX wB97M-V def2-TZVPD def2/J DEFGRID3
* xyz 0 1
C 0.248 1.645 0.927
C -0.059 0.681 -0.149
C 0.832 -0.340 -0.752
C -0.193 -1.456 -0.848
C -0.976 -1.543 0.239
O -0.980 -0.507 1.054
H 0.904 1.175 1.658
H 0.686 2.571 0.545
H -0.711 1.875 1.397
H -0.752 1.059 -0.923
H 1.695 -0.579 -0.107
H 1.204 -0.113 -1.760
H -0.334 -2.027 -1.742
H -1.564 -2.441 0.460
*
```



Computed, not measured: the molecule C5H8O, with wB97M-V/def2-TZVPD.

HOMO-LUMO gap = 11.06 eV
SMILES = C#C[C@@H](C)CO

The geometry in ORCA input format:
```
! RIJCOSX wB97M-V def2-TZVPD def2/J DEFGRID3
* xyz 0 1
C 2.358 0.434 0.409
C 1.295 -0.055 0.121
C -0.044 -0.470 -0.311
C -0.761 -1.344 0.724
C -0.878 0.812 -0.589
O -0.145 1.872 -1.141
H 3.313 0.833 0.662
H 0.067 -1.034 -1.247
H -0.802 -0.832 1.691
H -0.256 -2.304 0.868
H -1.790 -1.541 0.401
H -1.656 0.568 -1.317
H -1.371 1.108 0.352
H 0.670 1.953 -0.622
*
```



Computed, not measured: the molecule C5H8O at a distorted geometry, with wB97M-V/def2-TZVPD.

HOMO-LUMO gap (spin up / spin down) = 8.12 / 8.33 eV

The geometry in ORCA input format:
```
! RIJCOSX wB97M-V def2-TZVPD def2/J DEFGRID3
* xyz 0 1
C -0.576 1.524 -1.491
C -0.257 0.533 -0.417
C 0.436 -0.565 -0.562
C 0.918 -1.716 0.281
C 0.275 -1.191 1.431
O -0.849 0.833 0.815
H -0.155 2.504 -1.232
H -0.163 1.210 -2.447
H -1.664 1.614 -1.574
H 0.484 -2.622 -0.111
H 1.996 -1.675 0.292
H -0.713 -1.532 1.744
H 0.813 -0.624 2.193
H -0.545 1.705 1.076
*
```



Computed, not measured: the molecule C5H8O, with wB97M-V/def2-TZVPD.

HOMO-LUMO gap = 10.35 eV
SMILES = C[C@H]1CCC1=O

The geometry in ORCA input format:
```
! RIJCOSX wB97M-V def2-TZVPD def2/J DEFGRID3
* xyz 0 1
C 1.762 -0.472 0.268
C 0.504 0.314 -0.053
C -0.611 -0.276 -0.959
C -1.692 0.357 -0.044
C -0.588 0.477 1.007
O -0.575 0.517 2.208
H 2.238 -0.075 1.171
H 1.535 -1.529 0.443
H 2.484 -0.411 -0.554
H 0.760 1.322 -0.408
H -0.608 0.018 -2.011
H -0.630 -1.369 -0.889
H -2.000 1.349 -0.397
H -2.579 -0.224 0.219
*
```



Computed, not measured: the molecule C5H8O, with wB97M-V/def2-TZVPD.

HOMO-LUMO gap = 8.45 eV

The geometry in ORCA input format:
```
! RIJCOSX wB97M-V def2-TZVPD def2/J DEFGRID3
* xyz 0 1
O 0.848 1.632 0.391
C 0.377 0.664 1.299
C -0.331 -0.545 0.634
C -0.909 -0.294 -0.779
C 0.451 -0.821 -1.279
C 0.722 -1.476 0.049
H 0.082 2.079 0.009
H -0.300 1.117 2.034
H -0.982 -1.002 1.390
H -1.221 0.716 -1.073
H -1.727 -0.981 -1.009
H 0.567 -1.411 -2.194
H 1.164 0.023 -1.309
H 1.260 0.299 1.835
*
```



Computed, not measured: the molecule C5H8O, with wB97M-V/def2-TZVPD.

HOMO-LUMO gap = 9.35 eV

The geometry in ORCA input format:
```
! RIJCOSX wB97M-V def2-TZVPD def2/J DEFGRID3
* xyz 0 1
C 1.837 0.041 -0.243
C 0.520 -0.272 0.474
C -0.615 0.752 0.236
C -1.776 -0.116 -0.240
O -1.225 -1.474 -0.359
C 0.006 -1.631 0.021
H 1.652 0.271 -1.298
H 2.348 0.897 0.207
H 0.730 -0.388 1.547
H -0.330 1.485 -0.525
H -0.877 1.301 1.144
H -2.163 0.145 -1.227
H -2.608 -0.184 0.464
H 2.500 -0.828 -0.202
*
```



Computed, not measured: the molecule C5H8O at a distorted geometry, with wB97M-V/def2-TZVPD.

HOMO-LUMO gap (spin up / spin down) = 8.66 / 6.52 eV

The geometry in ORCA input format:
```
! RIJCOSX wB97M-V def2-TZVPD def2/J DEFGRID3
* xyz 0 1
C 1.026 1.506 -0.696
C 1.025 0.372 0.360
O 2.004 -0.478 0.285
C -0.286 -0.280 0.442
C -1.523 -0.598 -0.254
C -0.783 -1.625 0.625
H 0.149 2.156 -0.589
H 1.937 2.096 -0.576
H 1.032 1.056 -1.693
H 0.918 0.956 1.354
H -1.489 -0.616 -1.343
H -2.471 -0.255 0.157
H -1.305 -1.898 1.541
H -0.160 -2.409 0.198
*
```



We obtain energy relative to the best compared isomer or geometry (same formula, charge and spin) values of 12.6 104.3 94.7 138.6 79.9 111.7 161.0 55.6 94.8 77.1 152.0 61.4 48.9 109.6 18.3 110.6 59.8 121.0 kcal/mol for the records listed above, in that order.
We obtain calculated total energy values of -7361.7085 -7357.7308 -7358.1482 -7356.2433 -7358.7903 -7357.4130 -7355.2722 -7359.8426 -7358.1449 -7358.9129 -7355.6653 -7359.5922 -7360.1345 -7357.5044 -7361.4597 -7357.4606 -7359.6606 -7357.0093 eV for the records listed above, in that order.